Entry 1:
Here is a single C6H14O molecule from OMol25. Energies are from ωB97M-V/def2-TZVPD.

Structure (XYZ):
```
21
C6H14O | OMol25 | ωB97M-V/def2-TZVPD
C 0.380 -1.367 -2.318
O -0.602 -1.125 -1.343
C -0.163 -1.078 0.000
C -0.119 0.344 0.595
C -0.043 0.210 2.121
C 1.105 1.129 0.106
C -1.397 1.081 0.189
H 0.928 -2.301 -2.122
H 1.103 -0.543 -2.399
H -0.147 -1.464 -3.273
H 0.824 -1.554 0.110
H -0.885 -1.672 0.578
H -0.928 -0.301 2.520
H 0.016 1.196 2.597
H 0.843 -0.358 2.431
H 1.105 1.238 -0.984
H 2.040 0.639 0.406
H 1.105 2.138 0.540
H -1.465 1.141 -0.900
H -1.414 2.097 0.599
H -2.288 0.551 0.548
```

- structure (SMILES) = COCC(C)(C)C
- gap between HOMO and LUMO (eV) = 10.49
- net charge = 0
- relative energy (zero: lowest compared OMol25 entry of this formula, charge and spin) (kJ/mol) = 66.2
- spin multiplicity = 1


Entry 2:
Here is 2 unconnected molecules or ions with the total composition C6H14O from OMol25. Energies are from ωB97M-V/def2-TZVPD.

Structure (XYZ):
```
21
C6H14O | OMol25 | ωB97M-V/def2-TZVPD
C -1.388 2.546 -0.464
O -0.968 1.404 0.238
C -1.072 0.229 -0.519
C -0.940 -0.993 0.276
C -0.621 -2.199 -0.534
C 1.988 -0.338 0.200
C 1.470 -0.225 1.636
H -2.459 2.488 -0.714
H -0.820 2.691 -1.397
H -1.221 3.407 0.188
H -0.492 0.320 -1.461
H -2.132 0.047 -0.831
H -1.548 -2.788 -0.533
H 0.095 -2.823 0.019
H -0.269 -2.077 -1.573
H 2.342 0.626 -0.177
H 1.235 -0.689 -0.510
H 2.814 -1.052 0.131
H 0.635 0.481 1.697
H 2.261 0.126 2.312
H 1.089 -1.183 2.017
```

- gap between HOMO and LUMO (eV) = 8.66
- net charge = 0
- relative energy (zero: lowest compared OMol25 entry of this formula, charge and spin) (kJ/mol) = 460.1
- spin multiplicity = 1


Entry 3:
Here is a single C6H14O molecule from OMol25. Energies are from ωB97M-V/def2-TZVPD.

Structure (XYZ):
```
21
C6H14O | OMol25 | ωB97M-V/def2-TZVPD
C 0.274 -2.003 -1.534
C 0.621 -0.721 -0.772
C 1.682 -1.024 0.289
C -0.630 -0.093 -0.135
C -0.518 1.396 0.216
C -1.618 1.826 1.177
O 0.758 1.674 0.786
H 1.179 -2.454 -1.956
H -0.427 -1.821 -2.357
H -0.180 -2.744 -0.862
H 1.037 0.001 -1.490
H 2.577 -1.467 -0.161
H 1.282 -1.738 1.022
H 1.965 -0.116 0.821
H -0.892 -0.666 0.768
H -1.485 -0.188 -0.820
H -0.607 1.970 -0.721
H -1.474 1.321 2.140
H -2.612 1.568 0.800
H -1.590 2.910 1.344
H 0.656 2.370 1.444
```

- structure (SMILES) = CC(C)C[C@@H](C)O
- gap between HOMO and LUMO (eV) = 11.13
- net charge = 0
- relative energy (zero: lowest compared OMol25 entry of this formula, charge and spin) (kJ/mol) = 26.3
- spin multiplicity = 1


Entry 4:
Here is 3 unconnected molecules or ions with the total composition C6H14O2 from OMol25. Energies are from ωB97M-V/def2-TZVPD.

Structure (XYZ):
```
22
C6H14O2 | OMol25 | ωB97M-V/def2-TZVPD
C 1.443 2.043 -0.719
C 1.275 0.839 0.247
C -1.671 -2.469 0.802
C -1.493 -1.364 1.487
C -0.242 -0.634 1.347
C 0.004 0.160 0.314
H 1.792 1.831 -1.759
H 1.937 2.907 -0.191
H 0.444 2.458 -0.745
H 1.624 1.098 1.250
H 2.210 0.208 0.114
H -2.594 -2.961 0.720
H -0.878 -3.045 0.362
H -2.307 -0.996 2.265
H 0.526 -0.955 2.079
H -0.671 0.389 -0.534
H 2.471 -3.918 -1.055
H 1.207 -4.389 -1.518
O 2.003 -4.074 -1.942
H -2.489 4.964 -0.599
H -2.691 3.672 -1.060
O -1.899 4.234 -0.865
```

- gap between HOMO and LUMO (spin up / spin down) (eV) = 1.77 / 9.15
- net charge = -1
- relative energy (zero: lowest compared OMol25 entry of this formula, charge and spin) (kJ/mol) = 237.9
- spin multiplicity = 2


Entry 5:
Here is 3 unconnected molecules or ions with the total composition C6H14O2 from OMol25. Energies are from ωB97M-V/def2-TZVPD.

Structure (XYZ):
```
22
C6H14O2 | OMol25 | ωB97M-V/def2-TZVPD
O 0.805 -2.782 -1.117
C 1.519 -1.820 -1.435
C 1.610 -0.496 -0.673
C 0.449 -0.313 0.254
C 0.759 0.818 1.254
C -0.954 -0.207 -0.397
C -2.068 -0.459 0.650
H 2.259 -1.799 -2.351
H 2.404 0.159 -1.049
H -2.698 2.092 0.052
H 0.400 -1.323 0.750
H -0.050 1.090 1.982
H 1.829 0.580 1.732
H 0.935 1.905 0.645
H -1.063 -1.044 -1.068
H -1.060 0.629 -0.956
H -3.060 -0.201 0.326
H -2.000 -1.525 0.988
H -2.034 0.063 1.624
H -1.610 3.066 0.356
H -1.470 4.428 0.931
O -0.889 3.624 0.881
```

- gap between HOMO and LUMO (eV) = 3.02
- net charge = 0
- relative energy (zero: lowest compared OMol25 entry of this formula, charge and spin) (kJ/mol) = 891.3
- spin multiplicity = 1


Entry 6:
Here is 3 unconnected molecules or ions with the total composition C6H14O2 from OMol25. Energies are from ωB97M-V/def2-TZVPD.

Structure (XYZ):
```
22
C6H14O2 | OMol25 | ωB97M-V/def2-TZVPD
C 0.148 1.289 2.006
C -0.734 1.166 2.993
C 0.632 0.251 1.047
C -0.412 -0.736 0.609
C -1.075 -0.486 -0.524
C -2.286 -1.082 -1.147
H 0.516 2.289 1.787
H -0.945 2.045 3.589
H -1.250 0.259 3.277
H 1.039 0.735 0.158
H 1.575 -0.120 1.480
H -0.518 -1.659 1.164
H -0.791 0.519 -0.843
H -3.055 -0.314 -1.221
H -2.095 -1.488 -2.142
H -2.650 -1.912 -0.538
H 2.150 -2.414 -0.915
H 1.117 -1.320 -1.326
O 2.027 -1.622 -1.429
H 1.158 0.608 -2.074
H 1.587 1.645 -3.067
O 1.084 1.545 -2.260
```

- structure (SMILES) = C=CC/C=C/C.O.O
- gap between HOMO and LUMO (eV) = 10.12
- net charge = 0
- relative energy (zero: lowest compared OMol25 entry of this formula, charge and spin) (kJ/mol) = 215.2
- spin multiplicity = 1